{
  "formula": "C25H49F10N2O9S3",
  "method": "ωB97M-V/def2-TZVPD",
  "e_homo_ev": -10.52,
  "lumo_ev": -3.76,
  "charge": 1,
  "symbols": ["O", "S", "O", "C", "C", "N", "C", "C", "C", "S", "C", "C", "N", "S", "C", "C", "O", "C", "F", "F", "F", "C", "F", "F", "C", "F", "F", "C", "F", "F", "F", "H", "H", "H", "H", "H", "H", "H", "H", "H", "H", "H", "H", "H", "H", "H", "H", "H", "H", "H", "C", "O", "C", "C", "O", "C", "H", "H", "H", "H", "H", "H", "H", "H", "H", "H", "C", "O", "C", "C", "O", "C", "H", "H", "H", "H", "H", "H", "H", "H", "H", "H", "C", "O", "C", "C", "O", "C", "H", "H", "H", "H", "H", "H", "H", "H", "H", "H"],
  "xyz": [[-1.245, 0.792, 0.310], [-1.496, -0.599, 0.542], [-2.802, -1.137, 0.699], [-0.577, -1.144, 2.042], [0.313, -2.376, 1.871], [0.561, -2.908, 3.193], [1.034, -4.297, 3.242], [2.512, -4.541, 2.933], [2.857, -4.412, 1.439], [4.394, -3.509, 1.081], [1.300, -2.001, 4.039], [0.715, -0.594, 4.065], [0.183, -0.040, 2.742], [-1.008, 1.214, 3.315], [1.271, 0.645, 1.920], [2.694, 0.102, 2.039], [3.306, 0.714, 3.149], [3.456, 0.486, 0.767], [3.423, 1.803, 0.564], [2.898, -0.108, -0.298], [4.721, 0.099, 0.855], [-0.743, -1.503, -0.921], [-1.176, -2.753, -0.867], [0.595, -1.503, -0.829], [-1.163, -0.856, -2.280], [-1.233, -1.850, -3.165], [-2.365, -0.298, -2.159], [-0.154, 0.194, -2.859], [-0.790, 0.912, -3.784], [0.304, 1.018, -1.909], [0.884, -0.436, -3.412], [-1.381, -1.439, 2.719], [1.217, -2.120, 1.306], [-0.237, -3.121, 1.293], [0.799, -4.685, 4.237], [0.422, -4.867, 2.536], [2.759, -5.550, 3.269], [3.149, -3.881, 3.527], [3.014, -5.402, 1.008], [2.041, -3.959, 0.876], [4.430, -2.793, 2.212], [2.379, -1.966, 3.828], [1.219, -2.353, 5.071], [1.422, 0.136, 4.444], [-0.145, -0.591, 4.740], [-0.960, 1.941, 2.190], [0.943, 0.685, 0.885], [1.321, 1.666, 2.295], [2.757, -0.987, 2.081], [3.913, 0.108, 3.590], [-6.591, -0.928, -4.200], [-6.517, -0.251, -5.439], [-7.202, 0.990, -5.457], [-6.263, 2.163, -5.272], [-5.633, 2.151, -4.000], [-4.326, 1.616, -4.021], [-5.840, -1.717, -4.218], [-6.388, -0.258, -3.361], [-7.576, -1.385, -4.061], [-7.980, 1.009, -4.687], [-7.691, 1.084, -6.431], [-6.837, 3.091, -5.347], [-5.511, 2.164, -6.068], [-3.616, 2.333, -4.450], [-4.281, 0.685, -4.592], [-4.044, 1.416, -2.988], [1.446, -1.261, 7.676], [2.053, -0.347, 6.772], [1.766, 1.016, 7.074], [2.875, 1.680, 7.862], [3.038, 1.092, 9.134], [4.130, 0.193, 9.228], [1.943, -2.222, 7.553], [1.559, -0.933, 8.709], [0.377, -1.379, 7.457], [0.824, 1.089, 7.626], [1.643, 1.551, 6.125], [2.608, 2.731, 8.010], [3.812, 1.648, 7.295], [5.078, 0.737, 9.276], [4.157, -0.499, 8.382], [4.003, -0.372, 10.149], [0.800, 2.712, -5.944], [1.049, 3.812, -6.792], [1.561, 3.447, -8.064], [0.481, 3.401, -9.123], [-0.485, 2.398, -8.857], [-1.675, 2.888, -8.271], [0.174, 3.067, -5.126], [0.279, 1.906, -6.467], [1.736, 2.318, -5.527], [2.067, 2.477, -8.007], [2.304, 4.198, -8.347], [0.945, 3.165, -10.085], [0.001, 4.381, -9.209], [-2.298, 3.396, -9.015], [-1.467, 3.580, -7.450], [-2.223, 2.030, -7.885]],
  "atomic_forces_ev_per_a": [[0.0277, 0.0757, 0.0280], [-0.0730, 0.0179, -0.1167], [-0.0872, -0.0744, 0.0521], [0.4406, -0.3031, 0.0190], [0.1011, 0.0650, 0.0240], [-0.0712, 0.0067, -0.0537], [-0.1012, -0.0615, 0.0011], [0.0752, -0.1046, -0.0870], [0.0122, -0.1595, -0.0186], [0.0060, 0.1139, -0.0330], [0.1959, 0.0574, 0.0774], [-0.3936, -0.0890, 0.4586], [-0.1517, 0.3103, -0.0808], [0.2741, -0.0610, 0.0972], [0.1739, 0.0956, -0.0371], [0.0695, -0.0886, 0.0479], [-0.1889, -0.1303, 0.1542], [-0.1200, 0.0569, 0.0148], [-0.0007, 0.1676, -0.0208], [-0.0203, -0.0926, -0.0738], [0.1954, -0.0443, 0.0271], [0.0106, 0.3843, 0.0326], [-0.1494, -0.3918, 0.0067], [0.1896, 0.0749, 0.1122], [0.4348, 0.0139, -0.1798], [-0.0886, -0.2176, -0.2397], [-0.3128, 0.1539, 0.1756], [0.1089, 0.1053, -0.0832], [0.2441, -0.2408, 0.2303], [-0.1189, -0.1344, -0.1979], [-0.3175, 0.2144, 0.1500], [-0.0701, 0.1681, -0.0755], [-0.0837, -0.0047, -0.0156], [0.0064, 0.0265, 0.0215], [0.0464, 0.0836, -0.0100], [-0.0129, 0.0092, 0.0830], [-0.0125, 0.0521, 0.0142], [-0.0920, -0.0372, 0.0265], [-0.0708, 0.0479, 0.0035], [0.0626, -0.0339, 0.0341], [0.0184, 0.0095, 0.0363], [-0.0883, 0.0370, -0.1145], [0.0866, 0.0352, -0.0383], [0.0284, -0.0526, -0.0720], [-0.0263, -0.0615, -0.1161], [-0.1086, -0.0257, -0.0829], [-0.0685, -0.0996, 0.0648], [-0.0031, -0.0291, -0.0204], [-0.0828, 0.0705, -0.0451], [0.1141, 0.0420, -0.1195], [-0.0224, -0.0146, -0.0111], [0.0943, 0.0404, 0.0314], [-0.0670, -0.0532, -0.0410], [0.0293, 0.0681, 0.0118], [-0.0273, -0.0683, 0.0092], [-0.0008, 0.0338, -0.0237], [-0.0176, -0.0140, -0.0160], [0.0101, -0.0036, 0.0028], [-0.0090, 0.0221, 0.0156], [0.0117, 0.0047, 0.0093], [-0.0067, 0.0029, 0.0044], [0.0005, -0.0027, -0.0076], [-0.0020, 0.0013, -0.0036], [0.0040, -0.0181, -0.0222], [0.0165, -0.0110, 0.0194], [-0.0029, 0.0415, 0.0103], [0.0407, -0.0228, 0.0171], [-0.0572, 0.0167, -0.0919], [-0.0046, 0.0047, -0.0299], [0.0547, 0.0628, 0.0776], [-0.0932, -0.1115, -0.0328], [0.0309, 0.0483, 0.0189], [-0.0051, -0.0028, -0.0098], [0.0071, -0.0124, -0.0009], [-0.0100, 0.0264, 0.0171], [0.0003, -0.0073, 0.0059], [0.0088, 0.0089, 0.0095], [0.0200, 0.0091, -0.0232], [-0.0108, -0.0109, -0.0108], [0.0047, -0.0051, -0.0277], [-0.0070, -0.0129, 0.0054], [0.0110, 0.0192, 0.0114], [-0.0085, -0.0079, 0.0270], [-0.0470, 0.0026, -0.0258], [0.0547, 0.0157, 0.0258], [-0.0454, -0.0197, -0.0762], [0.0364, -0.0183, 0.0978], [-0.0055, -0.0040, -0.0271], [0.0261, 0.0220, 0.0061], [-0.0068, 0.0003, 0.0119], [-0.0015, -0.0199, -0.0196], [-0.0061, -0.0028, 0.0026], [-0.0051, 0.0005, -0.0027], [-0.0008, 0.0167, -0.0046], [0.0055, 0.0024, 0.0081], [0.0082, 0.0251, 0.0074], [-0.0035, -0.0063, 0.0082], [-0.0097, -0.0031, -0.0247]]
}